1:
The following is a DFT calculation (the ωB97M-V functional and the def2-TZVPD basis) of an isolated molecule of C8H11NO2.

Positions of all 22 atoms, in Å:
C1 0.84954 -1.47719 -2.26099
C2 0.05542 -0.66262 -3.03197
C3 0.87459 -1.29219 -0.77935
C4 -0.72020 0.38045 -2.46176
C5 -1.23452 -0.53872 1.41592
C6 1.07943 0.32137 1.88258
C7 -0.49102 1.81455 0.63593
C8 -0.05701 0.35646 0.84134
N1 0.28074 -0.16555 -0.48162
O1 1.40076 -2.04255 -0.01081
O2 -1.37176 1.37232 -2.35322
H1 1.29885 -2.31082 -2.68865
H2 0.07914 -0.96531 -4.06612
H3 -2.06242 -0.87246 0.75930
H4 -0.70450 -1.42166 1.85489
H5 -1.61354 -0.13194 2.40260
H6 1.33342 -0.62524 2.42087
H7 0.65974 0.85012 2.73868
H8 1.93720 0.92418 1.48278
H9 -1.23639 1.82009 0.00060
H10 -0.70371 2.37575 1.65074
H11 0.34624 2.29094 0.04828

LUMO level	-0.0655	hartree

***

2:
The following is a DFT calculation (the ωB97M-V functional and the def2-TZVPD basis) of an isolated molecule of C8H11NO2.

Positions of all 22 atoms, in Å:
C1 1.61999 1.95387 1.74087
C2 0.11302 1.00538 -0.11115
C3 0.38294 -0.25617 0.18271
C4 1.40124 1.16304 2.72968
C5 0.93610 2.04863 0.43459
C6 -0.92863 1.52489 -1.14602
C7 0.46632 -1.90703 -1.38809
C8 -1.19621 -2.01681 0.49283
N1 -0.53453 -1.25848 -0.54821
O1 1.11616 0.41277 3.57286
O2 1.14062 3.06364 -0.18642
H1 2.27737 2.83679 2.05245
H2 -1.83750 1.07016 -1.11332
H3 -0.55840 1.47726 -2.06890
H4 -1.09006 2.48525 -0.92133
H5 1.00183 -2.48286 -0.67027
H6 -0.06818 -2.66230 -1.87347
H7 1.06108 -1.20704 -2.09374
H8 -0.39311 -2.27321 1.10706
H9 -2.06061 -1.43098 0.82058
H10 -1.72832 -2.79360 0.07135
H11 -1.12111 -0.75322 -1.08406

LUMO level	0.0163	hartree

***

It turns out 1 is the most stable, with the second structure 42.6 kcal/mol higher.

***

1:
The following is a DFT calculation (the ωB97M-V functional and the def2-TZVPD basis) of a cluster of 3 separate species, C6H9N3 in total.

Positions of all 18 atoms, in Å:
C1 8.14331 24.44616 -9.94661
C2 8.76000 23.26120 -10.55258
N1 9.20725 22.32606 -11.04329
H1 8.72954 25.35462 -10.05917
H2 8.00763 24.29945 -8.87596
H3 7.17473 24.52139 -10.44188
C3 7.39694 28.06042 -8.80365
C4 7.32799 28.80971 -10.05778
N2 7.26088 29.38124 -11.04892
H4 6.50652 27.44212 -8.71452
H5 7.38599 28.75570 -7.96491
H6 8.33910 27.51760 -8.84019
C5 12.34545 28.96722 -10.14157
C6 11.40769 27.86918 -9.93214
N3 10.65199 27.02344 -9.76870
H7 12.21814 29.41048 -11.12627
H8 13.36275 28.63895 -9.96029
H9 12.04819 29.74598 -9.43295

SMILES	CC#N.CC#N.CC#N
LUMO level	0.0172	hartree

***

2:
The following is a DFT calculation (the ωB97M-V functional and the def2-TZVPD basis) of a structure of composition C6H9N3.

Positions of all 18 atoms, in Å:
C1 -1.43140 0.34153 -0.39092
C2 -0.29353 -0.81186 -0.29242
N1 -0.73848 -1.91004 0.47541
C3 -0.96379 1.22679 0.57649
C4 1.56519 1.10047 0.26905
C5 0.32027 0.68988 0.95105
C6 0.46796 -1.07450 -1.40383
N2 -2.45975 0.11411 -1.11392
N3 2.67994 0.96971 0.85932
H1 0.01183 -2.49830 0.81028
H2 -1.35813 -1.64541 1.22782
H3 -3.25972 0.67552 -0.81568
H4 3.46482 1.22810 0.26331
H5 -1.50953 2.01961 1.07029
H6 1.45275 1.42287 -0.77168
H7 0.51665 0.52232 2.01257
H8 0.75667 -2.08527 -1.65802
H9 0.77826 -0.28552 -2.06910

LUMO level (spin up / spin down)	-0.0325 / -0.0436	hartree

***

It turns out 1 is the most stable, with the second structure 101.6 kcal/mol higher.